1.
The following is a quantum chemistry calculation of a 11-piece molecular cluster, C51H110O39P6 overall at a distorted geometry, from the OMol25 dataset.

Element x y z (Å)
C (3.3436, -8.1373, -2.8343)
C (3.2779, -7.2078, -1.5616)
O (3.4027, -5.8544, -1.9655)
P (3.1826, -4.7531, -0.8982)
O (1.7656, -4.4416, -0.6658)
O (4.0346, -3.5311, -1.5423)
C (5.2267, -3.6876, -2.3225)
C (5.5544, -2.3442, -3.0115)
O (4.0724, -5.1709, 0.3840)
C (3.3596, -5.7735, 1.5419)
C (2.7945, -4.6580, 2.3755)
H (2.8688, -7.5977, -3.6624)
H (4.4056, -8.2684, -2.9959)
H (2.9106, -9.0840, -2.5620)
H (2.2355, -7.3925, -1.1798)
H (4.0797, -7.5156, -0.9274)
H (5.9971, -4.2028, -1.7396)
H (5.0316, -4.3996, -3.0799)
H (5.6940, -1.5082, -2.3298)
H (6.4653, -2.3197, -3.6273)
H (4.6677, -2.1293, -3.6494)
H (2.5255, -6.3504, 1.1570)
H (4.2285, -6.3381, 1.9567)
H (2.4165, -5.0278, 3.3220)
H (3.5547, -3.8184, 2.6216)
H (1.9100, -4.2487, 1.9195)
C (2.7380, -1.3742, 0.8483)
C (2.2003, -0.1065, 0.4037)
O (0.8691, 0.1517, 1.0562)
P (-0.3519, -0.1538, 0.0583)
O (-0.0544, -0.8653, -1.2518)
O (-1.4294, -0.8363, 0.9834)
C (-1.0848, -2.1124, 1.6272)
C (-0.2164, -1.8047, 2.8678)
O (-0.9765, 1.2871, -0.1924)
C (-1.2255, 2.2242, 0.8287)
C (-0.0588, 3.0938, 1.2249)
H (2.8295, -1.3563, 1.9175)
H (2.1427, -2.1408, 0.4329)
H (3.7380, -1.6190, 0.4515)
H (2.8782, 0.7389, 0.5652)
H (1.9407, -0.0688, -0.6578)
H (-1.9709, -2.5958, 2.0165)
H (-0.6621, -2.7925, 0.8640)
H (0.7492, -1.3848, 2.5255)
H (-0.7890, -1.0090, 3.4028)
H (-0.2303, -2.6484, 3.4688)
H (-2.0697, 2.8023, 0.4820)
H (-1.6265, 1.7177, 1.7252)
H (0.0214, 3.4459, 2.2057)
H (0.8623, 2.5015, 0.9869)
H (0.1156, 4.0212, 0.7230)
C (-0.5046, 8.1762, -0.0343)
C (-1.8899, 7.8980, 0.6270)
O (-2.3184, 6.5646, 0.1710)
P (-3.7830, 6.0161, 0.3745)
O (-4.9508, 6.8190, -0.0979)
O (-3.5637, 4.6266, -0.2065)
C (-4.4055, 3.9493, -1.1628)
C (-3.5093, 3.1100, -2.0977)
O (-3.9073, 5.7118, 1.9373)
C (-2.9316, 4.9890, 2.7444)
C (-3.7500, 4.1204, 3.7125)
H (-0.2447, 9.2068, -0.0364)
H (0.3320, 7.6286, 0.4811)
H (-0.7067, 7.8487, -1.0230)
H (-2.0508, 7.8308, 1.7188)
H (-2.6972, 8.6142, 0.2747)
H (-5.0578, 3.2782, -0.6008)
H (-4.9643, 4.7056, -1.6961)
H (-2.7901, 3.7225, -2.6643)
H (-2.9606, 2.2648, -1.5949)
H (-4.2306, 2.6261, -2.7927)
H (-2.2279, 4.3837, 2.1892)
H (-2.3108, 5.7883, 3.2545)
H (-4.3374, 4.6679, 4.4484)
H (-4.3144, 3.4200, 3.1405)
H (-2.9903, 3.5897, 4.2916)
C (-5.3299, -3.5730, -4.9493)
C (-4.3489, -2.6603, -4.3107)
O (-4.9515, -1.5064, -3.7039)
P (-5.2137, -0.0360, -4.2614)
O (-5.6993, 0.8560, -3.2427)
O (-3.8246, 0.2854, -4.8749)
C (-2.6553, 0.4166, -4.0594)
C (-1.4940, -0.2005, -4.7320)
O (-5.9157, -0.1896, -5.6304)
C (-6.9757, 0.5361, -6.2136)
C (-7.1432, 0.2096, -7.6533)
H (-5.9824, -3.0741, -5.6634)
H (-4.8101, -4.4545, -5.2825)
H (-6.0617, -4.0408, -4.2671)
H (-3.8542, -3.1136, -3.5045)
H (-3.6551, -2.2373, -5.0236)
H (-2.4606, 1.4992, -3.9471)
H (-2.9217, 0.0987, -3.0390)
H (-1.2611, 0.1747, -5.7487)
H (-0.5681, 0.0264, -4.1678)
H (-1.5390, -1.2696, -4.8307)
H (-7.8411, 0.5459, -5.6143)
H (-6.6789, 1.5069, -6.2212)
H (-7.5514, -0.8686, -7.7753)
H (-7.7881, 0.9255, -8.1825)
H (-6.1534, 0.1857, -8.1684)
C (6.7519, 0.9744, -0.9644)
C (5.5018, 1.2867, -1.7221)
O (5.4588, 2.6827, -1.9737)
P (4.2805, 3.5640, -1.3449)
O (4.0408, 3.3696, 0.1142)
O (3.0832, 3.0598, -2.2386)
C (1.7002, 3.1082, -1.9166)
C (0.9083, 2.4608, -2.9974)
O (4.5711, 4.9986, -1.9004)
C (5.5408, 5.9389, -1.3324)
C (6.0659, 6.7069, -2.5007)
H (7.6078, 1.1480, -1.5461)
H (6.8698, 1.7152, -0.1263)
H (6.6943, -0.0269, -0.7023)
H (5.5080, 0.8804, -2.7481)
H (4.5685, 1.0477, -1.1854)
H (1.5925, 2.5478, -0.9209)
H (1.3064, 4.1264, -1.7552)
H (1.4559, 1.5896, -3.3640)
H (-0.0451, 2.1583, -2.5354)
H (0.6710, 3.1219, -3.9392)
H (5.0340, 6.6125, -0.6777)
H (6.2992, 5.4570, -0.7324)
H (6.5560, 6.0316, -3.2121)
H (5.2571, 7.3015, -2.9901)
H (6.8027, 7.4149, -2.1286)
C (3.8233, 1.4136, 3.9461)
C (2.3297, 1.6274, 4.0029)
O (1.7764, 0.9747, 5.2049)
P (0.5719, 1.8301, 5.8382)
O (-0.4567, 2.2388, 4.8596)
O (0.0136, 0.8543, 7.0129)
C (-0.3523, -0.5469, 6.7373)
C (-1.8681, -0.7600, 6.5971)
O (1.3385, 3.0003, 6.5776)
C (0.7472, 4.3206, 6.7888)
C (1.9542, 5.1784, 7.1428)
H (4.2290, 2.3011, 3.5060)
H (4.2056, 1.2333, 4.9270)
H (3.9596, 0.4830, 3.2683)
H (2.1073, 2.6031, 4.1599)
H (1.7604, 1.2881, 3.1592)
H (0.2744, -0.9538, 5.9195)
H (0.0053, -1.0537, 7.6644)
H (-2.0687, -1.7950, 6.4328)
H (-2.3362, -0.3918, 7.5215)
H (-2.2761, -0.0992, 5.8356)
H (0.1957, 4.5051, 5.8599)
H (0.0094, 4.2524, 7.6229)
H (2.5675, 5.1864, 6.2585)
H (1.5736, 6.1339, 7.5089)
H (2.4083, 4.6035, 7.9350)
O (0.4208, -7.9228, 0.0322)
C (-0.5543, -7.2845, -0.2359)
O (-1.2537, -7.2788, -1.3939)
C (-2.2522, -6.2182, -1.3922)
C (-2.3164, -5.8377, 0.0738)
O (-1.0938, -6.4622, 0.6705)
H (-1.9508, -5.4075, -2.0596)
H (-3.1342, -6.6615, -1.8592)
H (-3.1509, -6.4334, 0.4846)
H (-2.2965, -4.7103, 0.1297)
O (-2.1199, -4.8832, 3.1183)
C (-1.6790, -6.0020, 3.2469)
O (-2.2760, -7.1962, 3.0105)
C (-1.4785, -8.3071, 3.1482)
C (-0.0688, -7.6444, 3.3036)
O (-0.3657, -6.2984, 3.7026)
H (-1.9447, -8.7800, 4.0214)
H (-1.5630, -8.9116, 2.2371)
H (0.5300, -7.6969, 2.3726)
H (0.5229, -8.1305, 4.1305)
O (-0.8955, -5.3519, -5.4659)
C (-0.5132, -4.5443, -4.7283)
O (0.7404, -4.1083, -4.6844)
C (0.8439, -3.0103, -3.8328)
C (-0.4272, -3.0398, -3.0287)
O (-1.3156, -3.9099, -3.8249)
H (1.6929, -3.1587, -3.1812)
H (0.8766, -2.0993, -4.3835)
H (-0.8707, -2.0626, -2.8239)
H (-0.3051, -3.4338, -2.0286)
O (0.2930, 6.6351, 3.7634)
C (1.3383, 6.3692, 3.2074)
O (1.6698, 6.5285, 1.9069)
C (3.0654, 6.0670, 1.6917)
C (3.5199, 5.6457, 3.0407)
O (2.4039, 5.9138, 3.9164)
H (3.0129, 5.3091, 0.9076)
H (3.6207, 6.9199, 1.3221)
H (4.4240, 6.1020, 3.4368)
H (3.6676, 4.5956, 3.0810)
O (-3.3675, -3.2411, -1.1371)
C (-3.9202, -2.2591, -0.7668)
O (-3.4795, -0.9733, -0.9534)
C (-4.4495, -0.0160, -0.3914)
C (-5.6211, -0.8866, -0.1753)
O (-5.1037, -2.1985, -0.1136)
H (-3.9904, 0.3950, 0.4954)
H (-4.5636, 0.6890, -1.1485)
H (-6.3068, -0.8663, -1.0455)
H (-6.1894, -0.6009, 0.6785)

Output
DFT total energy = -6992.34750 a.u.
gap between HOMO and LUMO = 10.25 eV
LUMO = 0.27 eV
HOMO = -9.983 eV
max |F| = 0.0801 Eh/bohr
charge = 0
energy relative to the best compared isomer or geometry (same formula, charge and spin) = 0.0000 eV
SMILES string = CCOP(=O)(OCC)OCC.CCOP(=O)(OCC)OCC.CCOP(=O)(OCC)OCC.CCOP(=O)(OCC)OCC.CCOP(=O)(OCC)OCC.CCOP(=O)(OCC)OCC.O=C1OCCO1.O=C1OCCO1.O=C1OCCO1.O=C1OCCO1.O=C1OCCO1
spin multiplicity = 1

---

2.
The following is a quantum chemistry calculation of a 9-piece molecular cluster, C51H119NO25 overall at a distorted geometry, from the OMol25 dataset.

Element x y z (Å)
C (-1.6472, -4.4357, -0.4682)
O (-0.6717, -4.9968, -1.3861)
C (-0.0090, -3.9900, -2.0352)
C (0.7629, -4.7873, -3.1174)
O (-0.0915, -5.4960, -4.0617)
C (0.5465, -6.1493, -5.0798)
C (-0.4925, -6.8093, -6.0560)
O (-1.3704, -7.7641, -5.5009)
C (-0.7616, -9.0009, -5.0281)
H (-1.2280, -3.9754, 0.4264)
H (-2.2705, -5.2677, -0.1403)
H (-2.2727, -3.7034, -0.9786)
H (0.6946, -3.4217, -1.4268)
H (-0.6771, -3.2499, -2.4758)
H (1.3480, -5.5990, -2.6851)
H (1.4157, -4.1098, -3.6679)
H (1.1970, -6.9591, -4.7494)
H (1.1600, -5.4614, -5.6616)
H (-0.1392, -7.1627, -7.0247)
H (-1.1611, -5.9763, -6.2730)
H (-0.1215, -9.4807, -5.7685)
H (-1.4867, -9.7504, -4.7111)
H (-0.1526, -8.8321, -4.1400)
C (-6.7337, -7.3245, -1.7645)
O (-6.5206, -5.9985, -1.3801)
C (-5.5409, -5.8142, -0.4601)
C (-5.5528, -4.3633, 0.1320)
O (-4.8460, -4.4686, 1.3555)
C (-4.4639, -3.2277, 1.9798)
C (-3.5458, -3.4736, 3.2131)
O (-2.4120, -4.1237, 2.6947)
C (-1.2950, -4.1474, 3.6479)
H (-5.9155, -7.7508, -2.3450)
H (-7.6053, -7.3881, -2.4160)
H (-6.9385, -7.9541, -0.8986)
H (-4.5828, -5.8970, -0.9732)
H (-5.5665, -6.5005, 0.3863)
H (-6.5761, -4.0114, 0.2635)
H (-4.9338, -3.7783, -0.5483)
H (-5.3019, -2.7215, 2.4591)
H (-4.0735, -2.5324, 1.2367)
H (-4.0658, -4.1509, 3.8905)
H (-3.3853, -2.5150, 3.7066)
H (-1.1013, -3.0903, 3.8296)
H (-0.4457, -4.6600, 3.1962)
H (-1.4581, -4.5926, 4.6294)
C (2.4487, -1.5433, 0.7712)
O (2.4031, -0.3155, 1.3620)
C (2.7408, 0.7739, 0.5514)
C (4.1758, 0.6731, -0.0867)
O (5.1874, 0.3892, 0.9126)
C (6.4355, 0.8904, 0.3329)
C (7.6031, 0.2165, 1.1134)
O (7.6323, -1.1372, 0.7598)
C (8.8261, -1.8304, 1.0608)
H (3.4321, -1.8390, 0.4055)
H (1.6936, -1.6514, -0.0074)
H (2.1966, -2.2764, 1.5375)
H (2.6395, 1.7613, 1.0017)
H (2.1675, 0.7452, -0.3752)
H (4.3494, 1.5734, -0.6761)
H (4.1842, -0.1065, -0.8485)
H (6.5161, 1.9580, 0.5375)
H (6.4621, 0.8561, -0.7562)
H (7.3776, 0.3593, 2.1702)
H (8.5286, 0.7449, 0.8848)
H (9.5780, -1.4031, 0.3972)
H (8.6137, -2.8885, 0.9081)
H (9.1021, -1.6542, 2.1004)
C (5.4773, 2.1315, 4.3620)
O (4.1930, 2.1742, 4.9508)
C (3.2558, 1.7499, 3.9365)
C (1.8591, 1.7171, 4.6070)
O (1.4571, 3.0761, 4.7098)
C (0.3045, 3.3086, 5.6040)
C (-1.0119, 3.2445, 4.7193)
O (-1.2712, 4.3901, 3.9094)
C (-2.3306, 4.0596, 2.9710)
H (6.2560, 2.5001, 5.0298)
H (5.6117, 2.8099, 3.5194)
H (5.7386, 1.1120, 4.0783)
H (3.3910, 0.6907, 3.7174)
H (3.2343, 2.3414, 3.0212)
H (1.8308, 1.1866, 5.5587)
H (1.1928, 1.2389, 3.8890)
H (0.4038, 4.3137, 6.0138)
H (0.3267, 2.6725, 6.4889)
H (-1.8461, 3.0827, 5.4020)
H (-0.8914, 2.3466, 4.1132)
H (-3.2739, 4.0018, 3.5139)
H (-2.1924, 3.2487, 2.2558)
H (-2.3643, 4.8949, 2.2715)
C (7.4534, 2.8435, -2.7167)
O (6.7263, 1.7193, -3.3034)
C (5.4946, 2.1080, -3.9013)
C (4.6800, 0.9602, -4.4643)
O (4.3608, 0.1387, -3.3379)
C (3.9424, -1.2278, -3.6201)
C (2.5611, -1.5464, -4.2465)
O (1.4366, -1.4495, -3.3950)
C (1.1549, -0.0475, -2.9789)
H (6.7891, 3.2059, -1.9322)
H (7.6937, 3.6234, -3.4394)
H (8.4249, 2.5263, -2.3376)
H (5.8024, 2.6962, -4.7657)
H (4.8822, 2.7954, -3.3177)
H (5.2652, 0.3885, -5.1846)
H (3.7413, 1.2762, -4.9193)
H (3.8750, -1.6931, -2.6367)
H (4.7175, -1.7973, -4.1329)
H (2.6883, -2.6087, -4.4549)
H (2.4417, -1.0055, -5.1853)
H (2.0106, 0.3453, -2.4297)
H (0.2565, -0.0709, -2.3620)
H (0.8233, 0.6428, -3.7545)
C (-1.1424, -0.9468, 6.0872)
O (-2.1348, -1.8004, 6.5961)
C (-3.5254, -1.3271, 6.7049)
C (-3.5950, -0.3431, 7.8446)
O (-3.0172, 0.8079, 7.5119)
C (-3.4596, 1.8411, 8.4217)
C (-2.9447, 3.2721, 8.0832)
O (-1.5037, 3.3343, 8.2093)
C (-1.0540, 4.6983, 8.3454)
H (-1.3838, -0.5194, 5.1140)
H (-0.2288, -1.4893, 5.8441)
H (-0.8267, -0.1974, 6.8131)
H (-4.1815, -2.1765, 6.8950)
H (-3.8372, -0.8255, 5.7887)
H (-3.0336, -0.7164, 8.7010)
H (-4.6615, -0.1933, 8.0124)
H (-3.3309, 1.5656, 9.4685)
H (-4.5390, 1.9858, 8.4661)
H (-3.4448, 4.0645, 8.6399)
H (-3.2421, 3.5464, 7.0710)
H (-0.0031, 4.9523, 8.2065)
H (-1.2896, 5.0363, 9.3545)
H (-1.6103, 5.3803, 7.7024)
C (0.3922, 11.7002, 3.3248)
O (-0.3233, 10.5278, 3.0355)
C (-1.6173, 10.7983, 2.5216)
C (-2.2650, 9.5717, 1.8709)
O (-1.4312, 8.9417, 0.8362)
C (-1.9792, 7.8420, 0.1079)
C (-1.1408, 7.3195, -1.0353)
O (-1.9050, 6.3571, -1.7735)
C (-1.9383, 4.9928, -1.2654)
H (-0.1939, 12.4593, 3.8429)
H (0.8905, 12.1202, 2.4511)
H (1.2274, 11.4548, 3.9807)
H (-1.6689, 11.5339, 1.7189)
H (-2.1790, 11.2890, 3.3164)
H (-3.2728, 9.7773, 1.5102)
H (-2.4503, 8.7194, 2.5247)
H (-3.0068, 7.9797, -0.2285)
H (-2.0312, 7.0618, 0.8673)
H (-0.1968, 6.9479, -0.6368)
H (-0.9328, 8.1395, -1.7227)
H (-2.6110, 4.4035, -1.8886)
H (-2.2841, 4.9026, -0.2357)
H (-0.9403, 4.5557, -1.2958)
C (-2.2732, 0.0160, -4.4189)
O (-2.1399, -0.6369, -5.6524)
C (-1.2498, -1.7730, -5.6647)
C (-1.1345, -2.4242, -7.0758)
O (-2.3527, -3.0142, -7.4582)
C (-2.4029, -3.8987, -8.5480)
C (-2.1643, -3.2153, -9.9039)
O (-0.8089, -2.8394, -9.9143)
C (-0.4710, -1.7588, -10.7818)
H (-1.2882, 0.2827, -4.0357)
H (-2.8120, -0.5915, -3.6918)
H (-2.7089, 0.9969, -4.6086)
H (-1.4869, -2.5293, -4.9164)
H (-0.2660, -1.3950, -5.3864)
H (-0.3336, -3.1531, -7.1999)
H (-0.9320, -1.7212, -7.8838)
H (-3.3418, -4.4492, -8.6069)
H (-1.5962, -4.6044, -8.3501)
H (-2.8845, -2.3990, -9.9604)
H (-2.3449, -3.9414, -10.6965)
H (-0.9531, -1.9734, -11.7356)
H (0.5914, -1.7123, -11.0207)
H (-0.8676, -0.8186, -10.3986)
C (-1.7706, -0.9575, -0.4350)
N (-1.0631, -0.2798, 0.6663)
C (-0.8642, -1.0773, 1.8900)
C (-0.8089, 1.0415, 0.5884)
O (-1.1917, 1.7917, -0.3292)
H (-2.7953, -1.2154, -0.1675)
H (-1.2381, -1.8724, -0.6950)
H (-1.8774, -0.2526, -1.2595)
H (-1.8063, -1.4339, 2.3065)
H (-0.3247, -2.0076, 1.7124)
H (-0.4240, -0.5081, 2.7088)
H (-0.3437, 1.4316, 1.5069)

Output
DFT total energy = -3949.67101 a.u.
gap between HOMO and LUMO = 9.60 eV
LUMO = 0.55 eV
HOMO = -9.051 eV
max |F| = 0.0940 Eh/bohr
charge = 0
SMILES string = COCCOCCOC.COCCOCCOC.COCCOCCOC.COCCOCCOC.COCCOCCOC.COCCOCCOC.COCCOCCOC.COCCOCCOC.CN(C)C=O
spin multiplicity = 1

---

Question: The lowest LUMO belongs to which entry?
Answer: C51H110O39P6